C40H49FN5O6P3Ti | ωB97M-V/def2-TZVPD

The geometry in XYZ format:
```
105
Properties=species:S:1:pos:R:3:lowdin_spin:R:1
Ti 0.73950 -0.57550 -0.49147 0.923
C 4.15565 5.52886 -1.80766 0.000
C 3.10176 5.85991 -0.97241 0.000
C 2.18503 4.89298 -0.57612 0.001
C 2.31834 3.58009 -1.01170 0.004
C 3.37946 3.25758 -1.86295 0.001
C 4.29518 4.21884 -2.25097 0.000
P 1.21254 2.16646 -0.56094 0.016
C 0.09873 2.94677 0.65844 0.002
C -0.72969 3.98115 0.21500 0.000
C -1.61162 4.60100 1.08455 0.000
C -1.72142 4.15388 2.39510 0.000
C -0.93975 3.09236 2.82925 0.000
C -0.03000 2.49523 1.96930 0.001
C 2.51975 1.24841 0.35264 0.005
C 3.38878 1.86810 1.25407 -0.001
C 4.47443 1.16403 1.73931 0.002
C 4.68996 -0.14519 1.31607 0.000
C 3.81024 -0.75512 0.43667 0.009
C 2.69547 -0.08115 -0.08268 0.008
H 4.87539 6.28286 -2.09968 0.000
H 2.99259 6.87801 -0.61970 0.000
H 1.38235 5.16138 0.09801 0.000
H 3.49956 2.22902 -2.18592 0.000
H 5.12358 3.95100 -2.89485 0.000
H -0.65456 4.31974 -0.81434 0.000
H -2.21201 5.43738 0.74685 0.000
H -2.41364 4.63765 3.07338 0.000
H -1.03175 2.73751 3.84818 0.000
H 0.58895 1.67207 2.30892 0.001
H 3.21710 2.89397 1.56461 0.000
H 5.15600 1.63627 2.43601 0.000
H 5.53992 -0.69795 1.70033 0.000
H 3.98488 -1.78789 0.15155 0.001
C -2.09743 -5.16170 3.90596 0.007
C -0.61581 -5.54681 3.87514 0.010
C -0.05783 -5.64311 5.29628 0.000
C 1.45606 -5.42673 5.31113 -0.002
C 1.72679 -4.03891 4.80616 0.024
C 2.60255 -3.14145 5.41305 0.106
C 2.76085 -1.89090 4.84203 0.008
F 3.60022 -1.01486 5.44423 -0.007
C 2.12263 -1.50664 3.68726 0.080
C 1.25779 -2.41514 3.04915 0.017
C 0.66319 -2.13846 1.78136 0.267
O 0.73759 -0.93057 1.24499 0.079
C 0.08371 -3.25429 1.08046 0.017
C -0.19498 -4.40031 1.75977 0.142
N 0.14178 -4.57353 3.07611 0.112
C 1.03112 -3.66527 3.66470 0.058
C -0.18207 -3.25927 -0.39493 0.005
O -0.80467 -4.18266 -0.90757 0.017
O 0.30223 -2.26867 -1.08794 0.015
H -2.67776 -5.91269 4.44511 0.001
H -2.49234 -5.07130 2.89412 0.001
H -2.21387 -4.19742 4.40406 0.000
H -0.51522 -6.52011 3.38137 0.002
H -0.32666 -6.61448 5.71456 0.000
H -0.52270 -4.87455 5.91859 0.000
H 1.92914 -6.15484 4.64289 -0.001
H 1.86304 -5.57038 6.31191 0.000
H 3.16563 -3.41861 6.29442 0.007
H 2.30262 -0.53903 3.23697 0.005
H -0.67000 -5.22818 1.24926 0.010
C -0.67098 3.02952 -4.20766 0.000
N 0.16563 1.89664 -3.86354 0.000
C 1.46871 1.87283 -4.52322 0.000
P -0.34000 0.50707 -3.14006 0.003
O 0.78300 -0.18340 -2.46574 0.007
O -1.55365 1.07854 -2.24655 0.004
P -2.41719 0.21498 -1.13706 0.004
O -1.52828 -0.44522 -0.16490 0.025
N -3.30474 1.44060 -0.48782 0.000
C -3.98034 1.09555 0.76450 0.000
C -3.92497 2.53126 -1.21362 0.000
N -3.40207 -0.83265 -1.91969 0.001
C -4.48348 -0.39457 -2.78070 0.000
C -3.13841 -2.26583 -1.96629 0.001
N -1.11717 -0.56145 -4.15048 0.000
C -0.41694 -1.79544 -4.51936 0.000
C -1.92887 0.02480 -5.20778 0.000
H -0.92541 3.04150 -5.27314 0.000
H -0.13172 3.95169 -3.97445 0.000
H -1.58767 3.00705 -3.62220 0.000
H 1.36673 1.78231 -5.61070 0.000
H 2.05293 1.03366 -4.15126 0.000
H 2.00693 2.79560 -4.29963 0.000
H -3.49270 0.23493 1.21881 0.000
H -5.03856 0.86203 0.59983 0.000
H -3.90598 1.93687 1.45411 0.000
H -3.34064 2.77607 -2.09963 0.000
H -3.94727 3.40742 -0.56711 0.000
H -4.95637 2.29928 -1.50531 0.000
H -4.59167 0.68833 -2.75287 0.000
H -5.42247 -0.84974 -2.45411 0.000
H -4.30344 -0.70163 -3.81469 0.000
H -2.37690 -2.54034 -1.24850 0.001
H -2.80197 -2.57476 -2.95938 0.000
H -4.05649 -2.80642 -1.72221 0.000
H 0.06597 -2.21348 -3.63846 0.000
H 0.33100 -1.63436 -5.30436 0.000
H -1.15411 -2.51194 -4.88417 0.000
H -2.52069 0.85038 -4.80890 0.000
H -2.61186 -0.73242 -5.59459 0.000
H -1.32418 0.39590 -6.04454 0.000
```

Electronic energy: -4252.49952 Ha
2S+1: 3
⟨S²⟩: 2.035
ΔE to the lowest compared entry with this formula, charge and spin: 0.0 kJ/mol
E_HOMO (alpha / beta): -4.6 / -7.3 eV